Record 1
Entry from the OMol25 dataset: a cluster of 3 separate species, C34H76FIN5O2Si in total in a non-equilibrium geometry (ωB97M-V with the def2-TZVPD basis set).

Structure (XYZ):
```
120
Properties=species:S:1:pos:R:3:lowdin_charge:R:1
C -3.878 1.239 -3.591 -0.11
C -3.214 1.392 -2.223 -0.26
C -2.322 0.198 -1.833 -0.21
C -0.822 0.444 -2.028 -0.27
C -0.439 1.055 -3.380 -0.20
C 1.016 0.815 -3.805 -0.19
C 2.091 1.000 -2.717 -0.25
C 2.843 2.335 -2.753 -0.19
C 1.998 3.617 -2.906 -0.19
C 2.206 4.621 -1.769 -0.20
C 1.807 4.028 -0.415 -0.20
C 0.322 4.268 -0.113 -0.19
C -0.290 3.242 0.849 -0.21
C -1.105 3.769 2.039 -0.19
C -0.926 2.802 3.205 -0.24
C -1.923 2.868 4.355 -0.20
C -1.945 1.550 5.134 -0.20
C -0.562 1.029 5.577 -0.18
C -0.115 -0.306 4.946 -0.16
C 0.870 -0.186 3.778 -0.10
N 0.327 -0.082 2.369 -0.03
C 1.363 -0.290 1.361 -0.12
C 1.263 -1.772 0.988 -0.82
F 2.236 -2.545 1.533 -0.02
I 1.344 -2.047 -1.150 1.21
N -0.052 -2.182 1.472 0.00
Si -0.289 -3.871 2.194 0.52
C 0.803 -4.188 3.647 -0.13
C 0.004 -5.060 0.813 -0.17
C -2.059 -3.973 2.764 -0.16
C -0.572 -1.095 2.083 -0.38
N -1.843 -0.929 2.342 0.28
H -3.157 1.250 -4.408 0.06
H -4.589 2.048 -3.768 0.07
H -4.448 0.309 -3.619 0.07
H -2.607 2.304 -2.196 0.09
H -4.002 1.520 -1.478 0.10
H -2.478 -0.033 -0.773 0.09
H -2.637 -0.692 -2.388 0.11
H -0.500 1.133 -1.236 0.08
H -0.262 -0.485 -1.862 -0.08
H -1.079 0.615 -4.150 0.11
H -0.685 2.119 -3.383 0.09
H 1.086 -0.193 -4.220 0.10
H 1.248 1.496 -4.630 0.11
H 1.662 0.846 -1.721 0.03
H 2.839 0.211 -2.836 0.08
H 3.586 2.295 -3.554 0.11
H 3.422 2.406 -1.827 0.10
H 0.927 3.410 -2.975 0.09
H 2.267 4.099 -3.848 0.10
H 3.235 4.989 -1.783 0.11
H 1.562 5.488 -1.945 0.11
H 2.003 2.949 -0.416 0.09
H 2.409 4.444 0.398 0.12
H 0.206 5.276 0.296 0.11
H -0.234 4.247 -1.057 0.11
H 0.520 2.630 1.267 0.09
H -0.912 2.549 0.273 0.09
H -0.767 4.774 2.306 0.12
H -2.169 3.831 1.791 0.12
H 0.093 2.921 3.588 0.12
H -0.979 1.793 2.776 0.08
H -1.710 3.711 5.017 0.12
H -2.926 3.026 3.946 0.11
H -2.587 1.652 6.009 0.11
H -2.427 0.797 4.499 0.09
H -0.577 0.889 6.658 0.11
H 0.204 1.785 5.389 0.10
H -0.998 -0.887 4.672 0.09
H 0.400 -0.902 5.701 0.12
H 1.593 -1.010 3.789 0.12
H 1.428 0.741 3.907 0.13
H 2.350 -0.003 1.719 0.15
H 1.128 0.306 0.482 0.08
H 0.499 -3.648 4.546 0.04
H 1.864 -4.031 3.466 0.04
H 0.674 -5.258 3.867 0.04
H -0.659 -4.859 -0.030 0.04
H 1.030 -5.007 0.442 0.02
H -0.171 -6.078 1.172 0.03
H -2.199 -5.000 3.111 0.06
H -2.785 -3.802 1.964 0.05
H -2.294 -3.327 3.613 0.04
H -2.153 0.005 2.579 0.12
H -2.501 -1.695 2.376 0.11
C 1.552 -9.917 1.848 -0.06
C 1.287 -9.608 3.317 -0.44
C 1.412 -8.120 3.664 -0.22
O 2.730 -7.623 3.760 -0.18
C 3.333 -7.247 2.539 -0.10
N 2.137 -10.461 4.141 0.04
H 2.617 -9.869 1.619 0.07
H 1.216 -10.926 1.616 0.08
H 1.028 -9.220 1.190 0.07
H 0.248 -9.880 3.534 0.14
H 0.973 -7.965 4.655 0.12
H 0.836 -7.510 2.949 0.09
H 2.597 -6.808 1.854 0.08
H 3.815 -8.087 2.034 0.08
H 4.094 -6.501 2.769 0.09
H 1.891 -10.370 5.121 0.08
H 3.098 -10.137 4.072 0.07
C -1.143 7.258 -7.097 -0.07
C -0.018 6.296 -6.734 -0.43
C -0.485 4.858 -6.483 -0.21
O -1.122 4.654 -5.235 -0.21
C -2.502 4.969 -5.190 -0.10
N 0.740 6.850 -5.611 0.04
H -1.739 7.518 -6.221 0.06
H -0.726 8.183 -7.492 0.08
H -1.807 6.829 -7.849 0.08
H 0.666 6.245 -7.588 0.14
H 0.397 4.212 -6.464 0.12
H -1.134 4.509 -7.297 0.12
H -2.993 4.727 -6.137 0.09
H -2.672 6.022 -4.957 0.08
H -2.947 4.367 -4.398 0.07
H 1.567 6.287 -5.437 0.06
H 0.176 6.765 -4.770 0.07
```

The calculation puts the largest force on an atom at 1.5 eV Å⁻¹. Its total charge is +1. The value obtained for the HOMO energy is -10.6 eV. For the total energy, the calculation gives -2452.16751 hartree.

---

Record 2
Entry from the OMol25 dataset: the molecule C6H11NO4S2 in a non-equilibrium geometry (ωB97M-V with the def2-TZVPD basis set).

Structure (XYZ):
```
24
Properties=species:S:1:pos:R:3:nbo_charge:R:1
C 0.892 -2.121 -1.691 -0.28
O 0.211 -0.886 -1.318 -0.54
C 0.568 -0.394 -0.101 0.35
O 1.898 -0.417 0.051 -0.52
C 2.333 -0.431 1.381 -0.26
C -0.103 1.012 -0.120 -0.18
S 0.684 2.064 -1.288 -0.01
C -1.143 1.486 0.596 -0.16
C -1.635 2.826 0.534 -0.68
S -2.135 0.366 1.722 0.52
O -2.152 -1.132 1.117 -0.63
N -3.026 -1.125 -0.187 0.42
O -2.983 -2.166 -0.737 -0.20
H 0.679 -3.110 -1.194 0.18
H 1.989 -2.081 -1.684 0.20
H 0.689 -2.353 -2.718 0.20
H 0.015 -0.895 0.737 0.17
H 3.379 -0.610 1.469 0.20
H 2.007 -1.162 2.063 0.18
H 2.177 0.548 1.815 0.18
H 0.905 0.913 -1.976 0.16
H -1.389 3.317 -0.351 0.24
H -2.685 2.967 0.550 0.24
H -1.176 3.384 1.332 0.23
```

The calculation puts the largest force on an atom at 4.3 eV Å⁻¹. The value obtained for the HOMO energy is -8.1 eV. The SMILES is COC(OC)/C(S)=C(/C)SON=O. For the total energy, the calculation gives -1387.10277 hartree. The relative energy (zero: lowest compared OMol25 entry of this formula, charge and spin) comes out at 112.60 kcal/mol.

---

Record 3
Entry from the OMol25 dataset: the molecule C15H25N5O2 (ωB97M-V with the def2-TZVPD basis set).

Structure (XYZ):
```
47
Properties=species:S:1:pos:R:3:nbo_charge:R:1
C -4.301 -1.937 1.829 -0.64
C -4.185 -2.377 0.375 -0.07
O -2.834 -2.441 -0.069 -0.46
C -2.173 -1.311 -0.281 0.75
N -2.781 -0.140 -0.117 -0.69
C -2.005 0.932 -0.331 0.62
N -2.520 2.156 -0.116 -0.58
C -3.864 2.431 0.335 -0.25
C -4.921 2.200 -0.757 -0.07
O -5.290 0.853 -0.860 -0.75
N -0.738 0.887 -0.729 -0.61
C -0.247 -0.344 -0.903 0.61
N 1.003 -0.433 -1.376 -0.57
C 1.748 -1.663 -1.424 -0.21
C 2.609 -1.876 -0.166 -0.44
C 3.576 -0.739 0.036 0.01
C 4.719 -0.670 -0.633 -0.19
C 5.709 0.446 -0.505 -0.43
C 5.436 1.301 0.729 -0.39
C 3.948 1.616 0.816 -0.39
C 3.161 0.323 1.017 -0.44
N -0.919 -1.474 -0.663 -0.60
H -3.921 -0.926 1.943 0.22
H -3.730 -2.604 2.471 0.21
H -5.345 -1.958 2.130 0.22
H -4.548 -3.400 0.254 0.19
H -4.763 -1.708 -0.270 0.19
H -1.921 2.919 -0.383 0.41
H -4.095 1.774 1.179 0.21
H -3.895 3.468 0.672 0.21
H -4.529 2.569 -1.718 0.16
H -5.832 2.757 -0.518 0.18
H -4.482 0.329 -0.697 0.49
H 1.506 0.437 -1.454 0.41
H 1.022 -2.471 -1.515 0.24
H 2.392 -1.639 -2.308 0.20
H 3.148 -2.817 -0.284 0.22
H 1.946 -1.962 0.697 0.21
H 4.980 -1.451 -1.335 0.20
H 6.721 0.034 -0.462 0.21
H 5.657 1.068 -1.406 0.20
H 6.021 2.222 0.683 0.21
H 5.739 0.754 1.624 0.20
H 3.751 2.303 1.641 0.21
H 3.627 2.100 -0.109 0.19
H 2.089 0.515 0.925 0.22
H 3.331 -0.055 2.031 0.21
```

The calculation puts the largest force on an atom at 0.7 eV Å⁻¹. The value obtained for the HOMO energy is -8.8 eV. The SMILES is CCOc1nc(NCCO)nc(NCCC2=CCCCC2)n1. For the total energy, the calculation gives -1010.88870 hartree. The relative energy (zero: lowest compared OMol25 entry of this formula, charge and spin) comes out at 28.51 kcal/mol.

---

Q: largest force on an atom of number 1 (C34H76FIN5O2Si)?
A: 1.5 eV Å⁻¹